No. 1
This record from the Open Molecules 2025 dataset describes a structure of composition C44H47As2HfN4PS at a distorted geometry. The level of theory is the ωB97M-V functional and the def2-TZVPD basis.

Values from the calculation:
2S+1 ... 1
HOMO-LUMO gap ... 6.00 eV
E_LUMO ... -6.3 eV
Net charge ... +2
Maximum force ... 1.562 eV Å⁻¹

Element x y z (Å)
Hf: 0.507 -1.459 -0.160
C: 1.050 -2.463 -4.387
C: 0.279 -1.348 -5.025
C: 0.427 -1.070 -6.377
C: -0.334 -0.090 -6.993
C: -1.267 0.625 -6.260
C: -1.408 0.385 -4.905
C: -0.635 -0.593 -4.281
P: -0.809 -0.936 -2.495
C: -1.722 0.560 -1.922
C: -0.928 1.708 -2.034
C: -1.376 2.941 -1.603
C: -2.657 3.050 -1.083
C: -3.454 1.925 -0.987
C: -3.003 0.662 -1.369
C: -3.893 -0.518 -1.142
C: -1.901 -2.401 -2.483
C: -2.808 -2.591 -3.529
C: -3.601 -3.720 -3.578
C: -3.479 -4.684 -2.589
C: -2.573 -4.508 -1.560
C: -1.773 -3.368 -1.473
C: -0.857 -3.196 -0.281
H: 1.771 -2.879 -5.087
H: 0.369 -3.262 -4.089
H: 1.589 -2.112 -3.500
H: 1.145 -1.631 -6.957
H: -0.207 0.107 -8.045
H: -1.882 1.371 -6.739
H: -2.129 0.951 -4.335
H: 0.047 1.615 -2.501
H: -0.749 3.817 -1.683
H: -3.030 4.011 -0.763
H: -4.454 2.020 -0.588
H: -4.785 -0.214 -0.602
H: -3.378 -1.279 -0.556
H: -4.209 -0.967 -2.080
H: -2.889 -1.842 -4.304
H: -4.309 -3.851 -4.382
H: -4.098 -5.569 -2.615
H: -2.490 -5.266 -0.793
H: -0.401 -4.182 -0.068
H: -1.525 -3.002 0.590
S: -0.968 0.107 1.140
C: 0.053 1.530 1.063
N: -0.135 2.611 1.720
N: -1.159 2.769 2.522
C: -1.267 3.841 3.405
C: -2.422 3.956 4.174
C: -2.541 4.989 5.085
C: -1.513 5.907 5.240
C: -0.367 5.793 4.469
C: -0.240 4.768 3.550
N: 1.281 1.576 0.214
N: 1.392 0.416 -0.593
C: 2.547 0.294 -1.364
C: 3.193 1.357 -2.003
C: 4.325 1.132 -2.763
C: 4.839 -0.148 -2.905
C: 4.210 -1.216 -2.286
C: 3.080 -0.999 -1.514
H: -1.859 2.030 2.578
H: -3.217 3.234 4.053
H: -3.437 5.073 5.681
H: -1.604 6.708 5.955
H: 0.441 6.498 4.588
H: 0.648 4.676 2.947
H: 2.796 2.360 -1.921
H: 4.805 1.965 -3.251
H: 5.728 -0.315 -3.489
H: 4.604 -2.217 -2.382
H: 2.589 -1.852 -0.997
C: -0.047 -4.233 3.280
As: 1.052 -2.851 2.398
C: 2.760 -3.348 3.271
C: 0.714 -1.277 3.511
C: -0.245 -1.262 4.514
C: -0.441 -0.129 5.286
C: 0.335 0.998 5.073
C: 1.298 0.987 4.080
C: 1.485 -0.134 3.283
As: 2.783 -0.149 1.817
C: 4.388 0.341 2.864
C: 2.465 1.684 1.102
H: -1.115 -4.051 3.143
H: 0.189 -4.264 4.347
H: 0.196 -5.206 2.843
H: 2.659 -3.234 4.353
H: 3.579 -2.710 2.923
H: 3.004 -4.389 3.049
H: -0.854 -2.138 4.693
H: -1.193 -0.129 6.059
H: 0.193 1.882 5.674
H: 1.904 1.872 3.927
H: 4.211 1.237 3.463
H: 5.225 0.522 2.183
H: 4.669 -0.474 3.535
H: 2.281 2.442 1.867
H: 1.194 2.438 -0.350
H: 3.335 1.988 0.510

Mulliken population analysis, charges in e, atoms 1 to 8: -0.965 -1.203 0.648 -0.891 -0.801 -0.977 -0.272 0.580

---

No. 2
This record from the Open Molecules 2025 dataset describes the ion C3H7N2O2 with charge -1 at a distorted geometry. The level of theory is the ωB97M-V functional and the def2-TZVPD basis.

Values from the calculation:
2S+1 ... 1
HOMO-LUMO gap ... 7.98 eV
E_LUMO ... 4.0 eV
Net charge ... -1
ΔE to the lowest compared entry with this formula, charge and spin ... 7.62 kcal per mole
Maximum force ... 1.552 eV Å⁻¹
SMILES string ... NCCNC(=O)[O-]

Element x y z (Å)
N: -0.069 -0.494 -2.224
C: 0.244 0.575 -1.275
C: -0.392 0.418 0.115
N: 0.577 -0.044 1.096
C: 0.087 -0.567 2.360
O: -1.124 -0.813 2.394
O: 0.985 -0.717 3.219
H: -1.017 -0.495 -2.570
H: 0.086 -1.386 -1.769
H: -0.020 1.519 -1.749
H: 1.324 0.511 -1.131
H: -0.922 1.337 0.432
H: -1.197 -0.315 0.089
H: 1.436 0.471 1.012

natural (NBO) population analysis, charges in e, atoms 1 to 8: -0.850 -0.223 -0.241 -0.715 0.869 -0.796 -0.808 0.342

---

No. 3
This record from the Open Molecules 2025 dataset describes a structure of composition C29H31FIrN4Se. The level of theory is the ωB97M-V functional and the def2-TZVPD basis.

Values from the calculation:
2S+1 ... 2
HOMO-LUMO gap (spin up / spin down) ... 5.32 / 5.64 eV
E_LUMO (spin up / spin down) ... -1.6 / -1.6 eV
Net charge ... 0
ΔE to the lowest compared entry with this formula, charge and spin ... 0.00 kcal per mole
Maximum force ... 0.477 eV Å⁻¹

Element x y z (Å)
Ir: -1.107 0.080 0.748
C: 3.092 -1.884 2.636
C: 1.829 -1.871 1.816
C: 0.601 -2.152 2.400
C: -0.573 -2.231 1.644
C: -0.517 -2.033 0.245
C: 0.708 -1.614 -0.327
C: 1.852 -1.558 0.452
H: 3.364 -2.901 2.924
H: 2.978 -1.307 3.556
H: 3.930 -1.468 2.076
H: 0.553 -2.360 3.464
H: -1.483 -2.593 2.103
H: -1.322 -2.364 -0.394
H: 0.764 -1.431 -1.393
H: 2.796 -1.301 -0.019
Se: -2.113 2.203 4.718
N: -0.484 2.701 5.204
C: 0.332 2.242 4.278
C: 1.754 2.386 4.286
C: 2.430 1.867 3.239
C: 1.730 1.203 2.175
N: 0.444 1.040 2.115
C: -0.285 1.563 3.164
N: -1.596 1.473 3.191
H: 2.239 2.899 5.105
H: 3.506 1.948 3.164
H: 2.303 0.810 1.348
C: 1.865 4.345 -1.581
N: 2.530 3.063 -1.432
C: 3.623 3.166 -0.489
C: 1.591 2.034 -0.995
C: 0.510 1.756 -2.005
C: 0.917 1.529 -3.319
C: 0.002 1.309 -4.332
C: -1.352 1.340 -4.028
C: -1.762 1.557 -2.725
C: -0.855 1.740 -1.673
H: 2.576 5.088 -1.941
H: 1.443 4.704 -0.625
H: 1.053 4.262 -2.303
H: 4.344 3.910 -0.830
H: 4.138 2.206 -0.409
H: 3.282 3.462 0.521
H: 1.144 2.309 -0.032
H: 2.172 1.119 -0.832
H: 1.978 1.560 -3.539
H: 0.338 1.136 -5.347
H: -2.093 1.200 -4.805
H: -2.819 1.599 -2.506
F: -5.735 0.437 -4.519
C: -5.094 0.198 -3.350
C: -4.231 -0.876 -3.267
C: -3.574 -1.106 -2.069
C: -3.765 -0.288 -0.955
C: -3.039 -0.544 0.326
C: -4.663 0.771 -1.082
C: -5.327 1.029 -2.275
H: -4.077 -1.509 -4.131
H: -2.883 -1.939 -2.004
H: -3.097 -1.617 0.546
H: -3.579 -0.038 1.141
H: -4.842 1.414 -0.229
H: -6.017 1.856 -2.375
C: -1.386 1.881 -0.274
H: -2.440 2.161 -0.325
H: -0.872 2.681 0.272

natural (NBO) population analysis, charges in e, atoms 1 to 8: 0.711 -0.634 -0.064 -0.187 -0.266 -0.277 -0.235 -0.160

---

No. 4
This record from the Open Molecules 2025 dataset describes an isolated molecule of C2H7NOS at a distorted geometry. The level of theory is the ωB97M-V functional and the def2-TZVPD basis.

Values from the calculation:
2S+1 ... 1
HOMO-LUMO gap ... 9.13 eV
E_LUMO ... 0.3 eV
Net charge ... 0
ΔE to the lowest compared entry with this formula, charge and spin ... 114.23 kcal per mole
Maximum force ... 5.477 eV Å⁻¹
SMILES string ... CC[S@H](=N)=O

Element x y z (Å)
C: 1.635 -0.180 -0.173
C: 0.397 0.070 0.586
S: -1.111 -0.270 -0.354
N: -2.061 1.159 0.162
O: -1.530 -1.628 -0.330
H: 1.324 -0.494 -1.200
H: 2.219 0.725 -0.405
H: 2.237 -0.826 0.418
H: -0.034 0.980 0.864
H: 0.460 -0.463 1.620
H: -0.545 0.071 -1.798
H: -2.990 0.855 0.610

natural (NBO) population analysis, charges in e, atoms 1 to 8: -0.635 -0.651 1.698 -1.102 -0.907 0.216 0.229 0.232

---

No. 5
This record from the Open Molecules 2025 dataset describes a cluster of 12 separate species, C54H62N10O2 in total at a distorted geometry. The level of theory is the ωB97M-V functional and the def2-TZVPD basis.

Values from the calculation:
2S+1 ... 1
HOMO-LUMO gap ... 9.82 eV
E_LUMO ... 0.6 eV
Net charge ... 0
Maximum force ... 3.628 eV Å⁻¹
SMILES string ... c1ccncc1.c1ccncc1.c1ccncc1.c1ccncc1.c1ccncc1.c1ccncc1.c1ccncc1.c1ccncc1.c1ccncc1.c1ccncc1.CCO.CCO

Element x y z (Å)
C: 5.040 -14.805 10.940
C: 4.348 -15.017 12.098
C: 4.825 -14.435 13.267
N: 5.958 -13.733 13.285
C: 6.633 -13.568 12.180
C: 6.220 -14.097 10.985
H: 4.718 -15.264 9.960
H: 3.408 -15.483 11.961
H: 4.339 -14.760 14.203
H: 7.580 -13.100 12.314
H: 6.802 -14.063 10.096
C: 6.390 -19.701 19.541
C: 7.650 -19.969 19.143
C: 8.534 -18.893 19.149
N: 8.204 -17.637 19.324
C: 6.953 -17.402 19.794
C: 5.991 -18.389 19.851
H: 5.620 -20.471 19.479
H: 7.941 -20.990 18.932
H: 9.566 -19.022 18.997
H: 6.648 -16.360 19.944
H: 4.989 -18.144 20.130
C: 4.292 -23.464 17.784
C: 4.978 -24.649 18.099
C: 6.303 -24.784 17.737
N: 7.008 -23.804 17.150
C: 6.337 -22.677 16.959
C: 4.986 -22.464 17.153
H: 3.251 -23.400 18.038
H: 4.475 -25.462 18.553
H: 6.840 -25.649 18.122
H: 6.949 -21.938 16.384
H: 4.504 -21.521 16.874
C: 8.605 -17.330 11.655
C: 9.649 -16.655 11.118
C: 9.523 -16.122 9.825
N: 8.441 -16.273 9.025
C: 7.403 -16.893 9.640
C: 7.409 -17.416 10.949
H: 8.654 -17.798 12.652
H: 10.635 -16.582 11.611
H: 10.397 -15.668 9.375
H: 6.535 -16.863 9.067
H: 6.441 -17.720 11.395
C: 8.252 -23.367 12.913
C: 7.915 -22.640 11.765
C: 7.920 -21.253 11.815
N: 8.144 -20.620 12.931
C: 8.468 -21.275 14.048
C: 8.451 -22.677 14.116
H: 8.161 -24.485 12.857
H: 7.730 -23.148 10.794
H: 7.619 -20.701 10.950
H: 8.714 -20.666 14.949
H: 8.860 -23.270 14.975
C: 2.074 -23.393 13.680
C: 3.378 -23.262 14.113
C: 4.215 -22.318 13.627
N: 3.803 -21.490 12.656
C: 2.514 -21.577 12.241
C: 1.598 -22.448 12.765
H: 1.386 -24.114 14.096
H: 3.808 -24.006 14.809
H: 5.211 -22.138 14.013
H: 2.288 -21.066 11.348
H: 0.544 -22.248 12.446
C: 2.492 -19.136 16.837
C: 2.272 -18.980 18.213
C: 1.643 -20.020 18.844
N: 1.336 -21.241 18.301
C: 1.608 -21.354 17.028
C: 2.180 -20.346 16.258
H: 2.930 -18.403 16.214
H: 2.480 -18.022 18.697
H: 1.410 -19.949 19.916
H: 1.490 -22.319 16.506
H: 2.292 -20.529 15.153
C: 1.588 -14.583 14.759
C: 0.635 -14.372 13.776
C: 0.067 -15.431 13.027
N: 0.433 -16.696 13.195
C: 1.427 -16.868 14.123
C: 2.101 -15.847 14.799
H: 2.006 -13.827 15.416
H: 0.204 -13.409 13.718
H: -0.796 -15.204 12.405
H: 1.775 -17.891 14.305
H: 2.888 -16.169 15.433
C: 5.757 -13.763 17.182
C: 5.319 -15.079 17.043
C: 4.303 -15.508 17.844
N: 3.706 -14.709 18.847
C: 4.287 -13.494 19.017
C: 5.258 -12.995 18.178
H: 6.543 -13.416 16.483
H: 5.760 -15.739 16.334
H: 3.865 -16.479 17.819
H: 3.973 -13.005 19.900
H: 5.661 -11.965 18.426
C: 2.784 -18.978 8.499
C: 1.853 -18.174 9.118
C: 2.031 -17.861 10.477
N: 3.137 -18.188 11.198
C: 4.002 -18.954 10.539
C: 3.854 -19.379 9.255
H: 2.637 -19.303 7.452
H: 0.928 -17.887 8.629
H: 1.213 -17.457 11.019
H: 4.936 -19.251 11.025
H: 4.727 -19.862 8.830
C: 9.368 -14.034 15.687
C: 9.221 -14.971 14.486
O: 7.834 -15.451 14.473
H: 8.878 -14.457 16.558
H: 8.956 -13.076 15.402
H: 10.386 -13.818 15.892
H: 9.814 -15.914 14.507
H: 9.473 -14.459 13.496
H: 7.200 -14.713 14.143
C: 6.264 -18.640 15.192
C: 5.379 -18.746 13.984
O: 4.613 -17.516 13.921
H: 6.872 -19.547 15.272
H: 5.680 -18.678 16.126
H: 6.868 -17.727 15.210
H: 4.762 -19.592 14.031
H: 5.927 -18.848 13.028
H: 4.099 -17.521 13.113

Mulliken population analysis, charges in e, atoms 1 to 8: -0.643 -0.236 0.508 -0.615 -0.485 -0.501 0.341 0.339

---

No. 6
This record from the Open Molecules 2025 dataset describes a structure of composition C44H58BrFN5O5SSiTeZr. The level of theory is the ωB97M-V functional and the def2-TZVPD basis.

Values from the calculation:
2S+1 ... 1
HOMO-LUMO gap ... 6.10 eV
E_LUMO ... -3.1 eV
Net charge ... +1
ΔE to the lowest compared entry with this formula, charge and spin ... 31.44 kcal per mole
Maximum force ... 0.874 eV Å⁻¹

Element x y z (Å)
Zr: -0.085 0.349 -0.143
C: 5.803 1.501 4.514
C: 5.817 0.227 3.678
N: 4.837 0.236 2.599
C: 3.540 -0.120 2.902
C: 2.522 -0.113 2.038
C: 1.158 -0.431 2.564
O: 0.905 -0.417 3.746
O: 0.287 -0.719 1.613
C: 2.721 0.255 0.595
O: 1.693 1.150 0.181
C: 4.053 0.977 0.444
C: 4.265 1.702 -0.717
C: 5.452 2.361 -0.931
F: 5.625 3.015 -2.106
C: 6.464 2.351 0.017
C: 6.251 1.629 1.187
C: 5.064 0.928 1.415
N: 7.694 3.064 -0.127
C: 8.916 2.289 -0.271
C: 10.019 3.019 0.513
N: 9.617 4.468 0.612
C: 9.084 4.961 -0.702
C: 7.733 4.266 -0.951
H: 6.568 1.457 5.292
H: 4.835 1.625 5.000
H: 5.981 2.387 3.902
H: 5.590 -0.633 4.306
H: 6.803 0.032 3.254
H: 3.356 -0.404 3.931
H: 3.496 1.737 -1.482
H: 7.019 1.670 1.949
H: 9.203 2.174 -1.324
H: 8.776 1.293 0.137
H: 10.989 2.979 0.022
H: 10.116 2.650 1.531
H: 10.394 5.040 0.939
H: 8.858 4.526 1.294
H: 9.829 4.698 -1.450
H: 8.994 6.043 -0.664
H: 7.646 4.073 -2.022
H: 6.907 4.914 -0.661
N: -1.411 -1.477 -1.013
C: -0.637 -2.660 -0.710
C: -1.228 -3.864 -0.369
C: -0.454 -4.925 0.069
C: 0.912 -4.767 0.191
C: 1.524 -3.562 -0.139
C: 2.942 -3.335 0.122
C: 3.471 -2.123 0.026
C: 2.704 -0.934 -0.442
N: 1.326 -1.240 -0.937
C: 0.750 -2.512 -0.632
H: -2.362 -1.556 -0.665
H: -1.424 -1.282 -2.015
H: -2.305 -3.964 -0.441
H: -0.924 -5.862 0.335
H: 1.520 -5.578 0.574
H: 3.541 -4.177 0.448
H: 4.517 -1.956 0.262
H: 3.229 -0.536 -1.310
Te: 0.996 -0.441 -2.893
C: -6.088 1.629 4.333
C: -4.888 0.930 3.668
C: -5.317 -0.483 3.243
C: -3.797 0.740 4.738
Si: -4.318 1.949 2.142
Br: -2.266 0.910 1.755
C: -5.385 1.676 0.574
C: -6.875 1.816 0.936
C: -5.144 0.291 -0.046
C: -5.082 2.708 -0.521
C: -3.876 3.776 2.484
C: -2.962 4.357 1.393
C: -5.162 4.620 2.550
C: -3.140 3.928 3.822
H: -6.468 0.989 5.135
H: -6.914 1.815 3.644
H: -5.802 2.579 4.789
H: -5.591 -1.051 4.137
H: -4.500 -1.021 2.754
H: -6.181 -0.488 2.580
H: -4.220 0.134 5.547
H: -3.463 1.676 5.176
H: -2.923 0.212 4.358
H: -7.230 1.032 1.605
H: -7.465 1.751 0.016
H: -7.099 2.783 1.394
H: -5.343 -0.529 0.641
H: -4.114 0.205 -0.411
H: -5.807 0.173 -0.910
H: -5.355 3.721 -0.225
H: -5.681 2.458 -1.404
H: -4.034 2.699 -0.820
H: -3.451 4.421 0.423
H: -2.048 3.776 1.264
H: -2.674 5.372 1.686
H: -5.713 4.619 1.608
H: -4.889 5.659 2.763
H: -5.838 4.293 3.343
H: -2.247 3.300 3.878
H: -3.779 3.698 4.674
H: -2.818 4.969 3.930
O: 3.040 5.646 -5.079
C: 1.706 5.864 -4.941
O: 1.198 6.798 -5.493
C: 0.971 4.922 -4.049
C: 1.601 4.157 -3.075
C: 0.874 3.306 -2.257
C: -0.507 3.187 -2.403
S: -1.522 2.151 -1.395
C: -1.140 3.973 -3.374
C: -0.413 4.832 -4.177
H: 3.267 4.787 -4.704
H: 2.669 4.240 -2.898
H: 1.388 2.757 -1.483
H: -2.214 3.905 -3.492
H: -0.907 5.443 -4.921

Mulliken population analysis, charges in e, atoms 1 to 8: 0.256 -1.065 -1.134 0.139 -0.694 -0.320 -0.454 -0.716

---

No. 7
This record from the Open Molecules 2025 dataset describes a structure of composition C4H4AlCl2GdO4 at a distorted geometry. The level of theory is the ωB97M-V functional and the def2-TZVPD basis.

Values from the calculation:
2S+1 ... 8
HOMO-LUMO gap (spin up / spin down) ... 7.64 / 3.90 eV
E_LUMO (spin up / spin down) ... -17.8 / -21.6 eV
Net charge ... +4
ΔE to the lowest compared entry with this formula, charge and spin ... 18.31 kcal per mole
Maximum force ... 13.916 eV Å⁻¹

Element x y z (Å)
Al: -2.664 0.608 -2.038
Gd: 0.883 -0.225 0.344
Cl: -2.265 2.499 -1.130
Cl: -1.006 -1.043 -1.372
C: 2.072 -1.783 -0.471
C: -4.622 0.003 -1.426
C: -2.452 0.901 -4.161
O: 2.510 -2.709 -1.053
O: -5.610 -0.193 -0.863
O: -2.278 1.182 -5.272
C: 2.637 -0.177 3.132
O: 2.122 0.572 2.001
H: 2.351 0.317 4.097
H: 3.749 -0.286 3.026
H: 2.167 -1.178 3.089
H: 2.408 1.510 2.098

Mulliken population analysis, charges in e, atoms 1 to 8: 0.513 2.067 -0.041 -0.204 -0.071 0.480 0.478 0.194